Entry 1:
{"formula": "C21H37BrF3NO23S5", "method": "the ωB97M-V functional and the def2-TZVPD basis", "e_homo_ev": -8.2799, "smiles": "C[C@H](Br)C[C@]1(C(=O)[O-])CCC[N@H+]1C[C@@H](O)C(F)(F)F.O=S1(=O)OCCO1.O=S1(=O)OCCO1.O=S1(=O)OCCO1.O=S1(=O)OCCO1.O=S1(=O)OCCO1", "e_lumo_ev": -0.03, "largest_force_ha_per_bohr": 0.04720, "orbital_gap_ev": 8.25, "elements": ["Br", "S", "S", "S", "S", "S", "F", "F", "F", "O", "O", "O", "O", "O", "O", "O", "O", "O", "O", "O", "O", "O", "O", "O", "O", "O", "O", "O", "O", "O", "O", "O", "N", "C", "C", "C", "C", "C", "C", "C", "C", "C", "C", "C", "C", "C", "C", "C", "C", "C", "C", "C", "C", "C", "H", "H", "H", "H", "H", "H", "H", "H", "H", "H", "H", "H", "H", "H", "H", "H", "H", "H", "H", "H", "H", "H", "H", "H", "H", "H", "H", "H", "H", "H", "H", "H", "H", "H", "H", "H", "H"], "positions_angstrom": [[-1.0371, -1.2224, -3.7628], [-5.7773, -1.8876, -1.2007], [1.8721, 0.5823, -8.1183], [-1.7615, 4.9535, 5.3838], [-0.1857, 1.2112, 0.9415], [4.1375, 2.6554, 1.7817], [4.3641, -1.2626, -2.5947], [3.2795, 0.4938, -1.9917], [2.2195, -1.2472, -2.7371], [0.0324, -5.9173, -1.6208], [-7.0626, -2.7677, -1.5523], [-1.1418, 3.9492, 6.1680], [-3.2066, 4.4484, 4.9257], [4.4795, -1.3832, -0.0693], [0.5862, 0.7694, -8.6883], [2.7963, 3.1041, 1.6730], [-4.7191, -3.0887, -1.1763], [-5.9310, -1.3729, 0.1120], [-5.4681, -1.0467, -2.2993], [-1.1129, 5.5085, 4.2478], [2.2321, 1.8348, -7.1926], [-1.4909, 1.2887, 1.8433], [-2.2497, 6.1248, 6.3421], [1.7523, -0.5006, -6.9532], [4.4849, 1.3225, 1.4436], [0.6305, 0.1246, 1.3888], [1.9759, -5.4143, -0.6177], [5.1131, 3.6452, 0.9932], [2.9988, 0.2930, -8.9298], [-0.5719, 1.2951, -0.4255], [0.4806, 2.5620, 1.3866], [4.6656, 2.9897, 3.2539], [1.1568, -2.8627, 0.0222], [-0.7596, -4.1996, 0.5713], [-2.0316, -1.3153, -1.1031], [2.2213, 0.0434, -5.7095], [-0.7860, -1.7713, -1.8770], [-5.3896, -4.3554, -1.2447], [1.1523, -3.1945, 1.4915], [2.5721, -2.8027, -0.5175], [3.2580, -0.8437, -1.9845], [0.8137, -5.1978, -1.0194], [-0.6369, -3.2938, -1.8360], [5.8088, 4.5020, 1.9083], [-1.3794, 2.3860, 2.7735], [5.9200, 3.6812, 3.1763], [3.1509, -1.3806, -0.5516], [0.1972, -3.8219, -0.6276], [-6.6553, -4.0625, -2.0225], [-0.4894, 3.3873, 2.0633], [-4.2315, 5.0802, 5.7119], [-0.3484, -3.2660, 1.7303], [-3.6340, 6.4201, 6.0890], [1.9378, 1.5249, -5.8211], [6.7762, 4.7741, 1.4958], [-0.4014, -5.1863, 0.8780], [2.5732, -0.6619, 0.0423], [-2.3686, 2.7694, 3.0050], [-5.1420, 5.1723, 5.1270], [-0.8126, -2.2997, 1.5047], [3.2920, -0.1555, -5.6269], [2.5516, -3.2544, -1.5061], [0.8563, -1.8849, 0.0635], [-7.4428, -4.7872, -1.8383], [-0.6729, -3.6001, 2.7118], [0.0090, 4.0703, 2.7397], [-4.4218, 4.4617, 6.5900], [5.2109, 5.4021, 2.0626], [0.0989, -1.2257, -1.5645], [-5.6100, -4.6853, -0.2278], [3.1927, -3.4717, 0.0701], [-4.0878, 6.8522, 6.9755], [1.6989, -0.4154, -4.8774], [-0.2664, -3.6841, -2.7805], [6.7193, 2.9409, 3.1073], [-0.9156, 2.0097, 3.6872], [-4.7505, -5.0854, -1.7342], [-2.2469, -2.0206, -0.2988], [2.5601, 2.1257, -5.1642], [1.7165, -4.0882, 1.7328], [1.5060, -2.2902, 1.9955], [-1.8135, -4.2845, 0.3301], [6.0628, 4.2896, 4.0645], [-1.8382, -0.3119, -0.7425], [-1.6381, -3.7067, -1.7334], [-1.0391, 3.9560, 1.3114], [-2.8710, -1.3281, -1.7936], [0.8854, 1.7466, -5.6331], [4.5495, -1.9828, 0.6783], [-6.4625, -3.9953, -3.0946], [-3.6889, 7.1333, 5.2649]], "forces_ev_per_a": [[0.2358, 0.0874, 0.1393], [-0.0202, -0.2668, -0.0685], [-0.0088, 0.0078, 0.1354], [-0.2559, 0.1140, 0.1876], [-0.0853, 0.4002, -0.1315], [0.1240, 0.0018, 0.0278], [0.0232, -0.1240, -0.1010], [-0.1273, 0.1764, -0.0667], [-0.2728, 0.1367, 0.0196], [-0.7100, -0.3514, -0.4422], [0.0160, -0.1122, 0.2691], [0.1898, 0.0350, -0.0792], [-0.0085, 0.2015, -0.1371], [0.0382, 0.0423, -0.1611], [0.0161, -0.0783, -0.0927], [0.6374, 0.1326, 0.1516], [-0.0539, -0.0084, -0.1859], [-0.0508, 0.1402, -0.0485], [0.0869, 0.1273, 0.1071], [0.0754, -0.1450, -0.0563], [0.2111, -0.0960, 0.0356], [-0.0190, 0.0861, -0.1117], [-0.0805, -0.1912, 0.1489], [-0.1794, 0.1385, 0.0305], [-0.0869, -0.0154, -0.0744], [0.0039, -0.1516, -0.3041], [0.0965, 0.1796, 0.2800], [0.1157, -0.1543, 0.0612], [-0.0282, 0.0674, -0.0908], [0.2868, -0.1252, 0.1651], [-0.6351, -0.3228, 0.2365], [-0.1158, 0.2439, -0.0352], [1.7602, -0.1786, 0.5173], [1.3701, -0.5297, 0.7815], [0.6247, -0.0214, -0.3471], [0.3876, 0.0466, 0.1599], [-0.8590, -0.3826, -0.2026], [-0.1573, -0.1880, 0.2577], [-0.9961, 1.5591, 0.6667], [-0.3031, -0.1978, -0.6729], [0.2875, -0.0134, 0.2255], [1.2115, 0.1006, 0.2030], [0.6174, 0.6932, 0.0878], [-0.1254, 0.3082, 0.1579], [0.2163, 0.0049, 0.3777], [0.3341, -0.1905, -0.0833], [0.5332, -0.3484, 0.4739], [-2.3848, -0.4080, -0.1915], [0.1440, -0.0449, -0.3744], [-0.3030, 0.1691, -0.1864], [-0.1220, -0.0900, 0.3511], [-0.7285, -0.4350, -1.1455], [-0.1363, 0.2007, -0.3293], [-0.3721, -0.0040, 0.1185], [-0.0295, -0.1369, -0.1585], [-0.4981, -0.1515, -0.0119], [-0.2808, -0.0234, -0.1868], [-0.0777, -0.0820, -0.1997], [0.1088, -0.0626, -0.1787], [0.2757, 0.2167, 0.4953], [-0.0037, 0.0168, -0.0003], [0.0461, 0.0466, 0.0319], [-0.5972, -0.1527, -0.5133], [-0.1143, 0.1541, 0.1193], [0.1881, -0.0653, 0.0312], [0.2449, -0.1311, -0.0383], [0.0038, 0.0173, 0.0084], [0.0126, -0.0021, 0.0261], [0.0545, 0.0559, -0.1535], [-0.0218, -0.0076, -0.0114], [-0.0869, 0.0678, 0.0907], [0.1935, -0.0494, 0.1233], [-0.1838, -0.1443, -0.1789], [0.3504, 0.0094, 0.1507], [0.0212, 0.0307, -0.0150], [0.0258, 0.0467, -0.0013], [0.1386, 0.1560, -0.0512], [0.0394, 0.1745, 0.1469], [0.1139, 0.0630, -0.1671], [-0.0123, -0.0951, -0.3532], [0.5854, -0.3230, 0.0594], [0.0006, 0.3075, -0.1013], [-0.2074, -0.0422, 0.0623], [-0.5674, -0.0810, 0.0696], [0.0621, -0.1231, -0.0761], [-0.0268, -0.0079, 0.0222], [-0.1246, 0.0904, 0.1931], [0.0045, -0.0286, 0.0330], [-0.0516, 0.0738, 0.0751], [0.0247, -0.0311, 0.0062], [-0.0283, -0.0121, -0.0020]]}



Entry 2:
{"formula": "C14H25AgN6O4PS2Se", "method": "the ωB97M-V functional and the def2-TZVPD basis", "e_homo_ev": -2.8418, "de_lowest_kj_mol": 0.0, "e_lumo_ev": 2.39, "largest_force_ha_per_bohr": 0.01137, "charge": -1, "orbital_gap_ev": 5.23, "elements": ["Ag", "Se", "S", "S", "P", "O", "O", "O", "O", "N", "N", "N", "N", "N", "N", "C", "C", "C", "C", "C", "C", "C", "C", "C", "C", "C", "C", "C", "C", "H", "H", "H", "H", "H", "H", "H", "H", "H", "H", "H", "H", "H", "H", "H", "H", "H", "H", "H", "H", "H", "H", "H", "H", "H"], "positions_angstrom": [[-0.0397, -0.6772, 0.0093], [1.9704, -2.2338, 0.4016], [2.4486, 3.7899, 1.0838], [2.2594, -1.7342, 4.2236], [1.6508, 0.1867, -3.0875], [1.7500, 0.7668, -4.4631], [-2.0407, 0.6434, 2.2547], [0.8559, 0.8693, -1.9987], [-2.3820, -1.6162, -2.6486], [-0.1112, -1.5817, -4.1043], [-2.1820, -0.9112, -1.4985], [0.8416, 1.8282, 1.2712], [0.5181, -0.1798, 3.2330], [3.2424, 0.1894, -0.8925], [-2.0690, -0.1149, 1.1113], [3.3470, 0.0419, -2.3562], [1.0419, 2.9105, 0.5889], [-4.5788, -1.3101, -1.2631], [0.6428, -1.3310, 3.8217], [2.7994, -0.2745, 3.5298], [1.8116, 1.6379, 2.2264], [-3.2536, -0.7661, -0.8182], [0.1625, 3.3716, -0.5230], [1.1179, -1.5515, -3.2853], [-3.1534, -0.0060, 0.4508], [2.7669, 2.6044, 2.2800], [-4.2956, 0.8557, 0.8994], [-0.5039, -2.2450, 4.1007], [1.7426, 0.4157, 3.0350], [-0.2233, -3.2789, 3.9037], [-3.9066, 1.7770, 1.3295], [3.6062, 2.6720, 2.9514], [-0.8373, -2.1600, 5.1365], [-1.1248, 0.4844, 2.6075], [1.9426, -2.0889, -3.7659], [-0.0511, -0.8267, -4.7850], [0.5599, 4.2684, -0.9973], [3.7981, -0.9275, -2.5762], [-4.9560, 1.0897, 0.0659], [-4.8816, 0.3594, 1.6771], [-0.1507, -2.4453, -4.6332], [-4.4699, -2.3628, -1.5236], [3.8461, -0.0560, 3.4100], [-1.3272, -1.9804, 3.4397], [0.0950, 2.5707, -1.2642], [2.4729, 0.8339, -0.6929], [-4.9240, -0.7983, -2.1642], [-1.5207, -1.5338, -3.1658], [-5.3330, -1.2080, -0.4847], [-0.8316, 3.5901, -0.1298], [3.9570, 0.8331, -2.7949], [0.9584, -2.0018, -2.3030], [2.8404, -0.8805, -0.3754], [4.1012, 0.4923, -0.4471]], "forces_ev_per_a": [[0.3767, -0.4463, 0.0288], [-0.1364, 0.0727, -0.0628], [0.0538, -0.0113, -0.0318], [0.0428, -0.0303, -0.0051], [0.0901, 0.0168, -0.0061], [-0.0344, 0.0009, 0.0075], [0.2277, -0.0263, 0.1897], [-0.0714, -0.0379, -0.0931], [-0.0878, 0.0325, 0.0522], [-0.0099, 0.0530, -0.1022], [-0.1299, 0.1672, -0.0506], [-0.0297, 0.0520, -0.0283], [-0.0220, 0.0068, -0.0066], [0.2125, 0.3513, -0.2920], [0.0235, 0.1273, -0.0243], [0.0186, 0.0145, 0.1082], [-0.1046, 0.0266, -0.0590], [-0.0074, -0.0002, -0.0030], [-0.0973, 0.0845, -0.0280], [0.0304, 0.0094, 0.0365], [-0.0475, -0.0776, 0.0428], [0.0513, 0.0333, 0.0488], [-0.0383, 0.0854, 0.0538], [0.0133, -0.0349, 0.0889], [-0.0233, -0.0872, -0.0473], [0.0165, -0.0233, 0.0096], [-0.0298, 0.0001, -0.0106], [0.0114, 0.0130, -0.0108], [-0.0494, 0.0176, -0.0253], [0.0070, 0.0025, -0.0022], [0.0018, 0.0013, -0.0091], [0.0005, 0.0058, 0.0138], [-0.0035, -0.0037, 0.0118], [-0.1632, -0.0449, -0.1393], [0.0046, 0.0346, -0.0334], [0.0348, -0.0123, -0.0278], [0.0028, 0.0159, 0.0046], [0.0012, 0.0023, -0.0303], [-0.0008, -0.0029, 0.0035], [0.0154, 0.0006, 0.0098], [-0.0319, -0.0032, 0.0369], [0.0045, -0.0033, 0.0046], [0.0144, 0.0131, 0.0098], [0.0022, 0.0149, -0.0037], [0.0180, 0.0336, 0.0281], [0.0283, -0.0045, 0.0247], [0.0085, -0.0062, -0.0061], [0.1138, -0.0626, 0.0708], [0.0006, -0.0028, -0.0019], [-0.0171, -0.0011, 0.0074], [-0.0099, -0.0137, -0.0602], [-0.0229, -0.0328, -0.0151], [-0.2473, -0.3334, 0.3222], [-0.0113, 0.0130, 0.0014]]}



Entry 3:
{"formula": "C45H40HfN6O2P2S", "method": "the ωB97M-V functional and the def2-TZVPD basis", "e_homo_ev": -16.8825, "e_lumo_ev": -12.61, "largest_force_ha_per_bohr": 0.02026, "charge": 4, "orbital_gap_ev": 4.27, "elements": ["Hf", "S", "P", "P", "O", "O", "N", "N", "N", "N", "N", "N", "C", "C", "C", "C", "C", "C", "C", "C", "C", "C", "C", "C", "C", "C", "C", "C", "C", "C", "C", "C", "C", "C", "C", "C", "C", "C", "C", "C", "C", "C", "C", "C", "C", "C", "C", "C", "C", "C", "C", "C", "C", "C", "C", "C", "C", "H", "H", "H", "H", "H", "H", "H", "H", "H", "H", "H", "H", "H", "H", "H", "H", "H", "H", "H", "H", "H", "H", "H", "H", "H", "H", "H", "H", "H", "H", "H", "H", "H", "H", "H", "H", "H", "H", "H", "H"], "positions_angstrom": [[-0.8601, 0.7514, 0.2918], [0.2348, 3.1027, 0.1675], [1.9939, 0.8355, 0.4852], [0.2579, -1.6917, 0.0285], [-8.7586, 0.2950, -0.1737], [-7.8814, -1.5417, 0.5514], [0.2328, 5.5867, 0.9465], [0.0103, 4.1101, 2.6850], [-2.8341, -0.4755, -0.0719], [-7.8337, -0.3923, 0.1665], [3.0591, -1.7671, 0.1798], [-2.7790, 2.1754, 0.1900], [0.1231, 4.3504, 1.3914], [4.3210, -1.7785, -1.9249], [-4.0177, 1.5713, 0.1915], [5.5319, -3.7504, -2.5901], [2.6981, 2.0601, 1.6204], [3.2339, 2.0357, -3.2439], [0.4234, -4.3670, -3.0530], [3.3014, -0.4887, 0.7483], [2.1039, 1.2465, -1.2672], [-4.0691, -2.5284, -0.4344], [-1.1145, -2.6325, -3.7068], [-2.8245, 3.5175, 0.2307], [3.3061, 3.2488, 1.2165], [0.9969, 0.9844, -2.0745], [3.8466, 4.1042, 2.1661], [-1.2568, -3.2548, 1.9550], [4.2795, -3.7467, -0.5342], [-4.0542, 0.1558, 0.0526], [-5.2223, 2.2799, 0.2688], [-0.9084, -2.0032, -2.4938], [-1.3112, -1.0234, 3.6747], [-3.9690, 4.2967, 0.3150], [-0.6809, -2.0612, 1.5433], [0.9629, 1.2394, -3.4328], [3.2430, 1.7633, -1.8815], [2.1065, 1.7785, -4.0140], [1.9117, -2.3525, 0.7100], [-5.1907, 3.6826, 0.3487], [3.7690, 3.7921, 3.5195], [-2.9034, -1.7868, -0.3480], [0.6286, -3.7359, -1.8343], [-5.2738, -1.9149, -0.2359], [3.1524, 2.6174, 3.9279], [-5.2855, -0.5215, 0.0023], [-0.0543, -2.5527, -1.5268], [-0.4493, -3.8242, -3.9828], [-0.6856, -0.9726, 2.4328], [-1.9143, -2.2170, 4.0448], [5.1505, -2.4383, -2.8237], [-1.8760, -3.3222, 3.1991], [3.8950, -2.4339, -0.7803], [-6.4677, 1.5884, 0.2532], [5.0883, -4.4059, -1.4495], [2.6182, 1.7519, 2.9809], [-6.4878, 0.2515, 0.1407], [0.0278, 4.8564, 3.3689], [3.9977, -0.7659, -2.1287], [-6.1135, 4.2480, 0.4043], [-1.7802, -2.2010, -4.4425], [4.1205, 2.4431, -3.7125], [5.3986, -5.4233, -1.2519], [-4.0071, -3.5824, -0.6681], [0.0904, 3.1726, 3.0372], [0.0870, 0.4650, -1.6853], [-7.3983, 2.1380, 0.3181], [4.2057, 4.4569, 4.2535], [-1.4377, -1.0726, -2.3130], [-0.6043, -4.3206, -4.9320], [1.8275, -3.4190, 0.5097], [-0.0251, -0.0852, 2.2591], [-1.2519, -4.1198, 1.3009], [4.3515, 5.0076, 1.8484], [-2.3324, -4.2505, 3.5189], [-2.3869, -2.2986, 5.0149], [-1.9881, -2.2978, -0.5603], [1.3352, -4.1778, -1.1461], [6.1843, -4.2582, -3.2871], [0.0929, 1.0080, -4.0323], [3.9914, -4.2443, 0.3852], [4.2274, -0.0421, 0.3822], [2.1625, 0.8248, 3.3198], [4.1395, 1.9590, -1.3055], [0.2683, 6.3849, 1.5686], [-3.8733, 5.3732, 0.3384], [3.3804, -0.5578, 1.8425], [2.1177, 1.9862, -5.0762], [3.1080, 2.3622, 4.9787], [5.4862, -1.9280, -3.7170], [0.2961, 5.7701, -0.0441], [-6.2002, -2.4659, -0.2896], [-1.2840, -0.1876, 4.3613], [-1.8860, 4.0247, 0.1520], [3.3820, 3.5033, 0.1669], [0.9547, -5.2825, -3.2769], [1.8189, -2.1951, 1.7904]], "forces_ev_per_a": [[-0.0502, 0.0422, 0.3885], [0.0363, 0.4497, 0.0538], [0.1659, -0.2485, 0.0466], [0.0450, -0.2664, -0.1505], [0.0593, -0.0085, 0.0190], [0.0078, 0.0522, 0.0513], [-0.1517, 0.0654, 0.0233], [-0.1239, -0.0589, -0.0759], [-0.2833, -0.3459, -0.3718], [-0.0296, -0.0555, -0.0383], [-0.1428, 0.0705, -0.0522], [-0.5114, 0.1354, 0.1355], [0.0753, -0.0378, -0.0686], [-0.0156, -0.0408, -0.0881], [0.1056, -0.0651, 0.0286], [0.0206, -0.0189, -0.0081], [-0.0930, 0.1317, -0.0892], [0.0373, -0.0135, -0.0061], [0.0240, 0.0085, -0.0375], [0.1243, -0.0287, -0.0136], [0.1939, 0.0358, -0.0804], [-0.0743, -0.0282, -0.0098], [0.0952, -0.0009, 0.0615], [0.2256, -0.0654, -0.0688], [0.0875, -0.0605, 0.0058], [-0.4260, 0.1181, 0.1992], [0.0110, 0.0006, 0.0242], [-0.1972, 0.1229, -0.1915], [0.0531, -0.0285, -0.0161], [0.0726, -0.0144, 0.0899], [-0.0329, 0.0354, 0.0587], [0.1234, 0.1119, -0.2781], [-0.1434, -0.3154, 0.0716], [-0.0809, 0.0393, 0.0202], [0.0599, -0.2169, -0.0041], [0.2065, 0.1109, -0.0272], [-0.0273, 0.0532, 0.0298], [-0.0902, -0.0445, -0.0835], [-0.1244, 0.0496, -0.1306], [0.0397, -0.0089, -0.0424], [0.0070, 0.0244, -0.0086], [0.0696, 0.1143, 0.1834], [-0.0656, 0.0065, 0.0656], [-0.0018, 0.0489, -0.0857], [-0.0180, -0.0152, 0.0095], [0.0022, -0.0142, 0.0767], [0.2317, -0.3595, 0.0073], [0.0081, -0.0428, -0.0370], [-0.1073, 0.9698, -0.3659], [-0.0310, 0.0930, 0.1801], [-0.0420, 0.0460, -0.0058], [-0.0008, -0.0084, 0.0264], [-0.0359, 0.0923, 0.1665], [0.0176, 0.0099, -0.0235], [-0.0227, -0.0010, 0.0316], [-0.0300, -0.0021, 0.0427], [-0.0807, -0.0240, -0.0011], [0.0218, 0.0075, -0.0155], [0.0031, 0.0343, 0.0152], [0.0068, -0.0110, 0.0203], [0.0009, 0.0156, 0.0178], [-0.0059, 0.0026, 0.0044], [0.0040, 0.0071, -0.0045], [0.0073, 0.0083, -0.0061], [0.1211, -0.0254, 0.0273], [0.1487, -0.1941, -0.0590], [0.0024, 0.0010, 0.0066], [0.0073, -0.0105, -0.0053], [0.0275, 0.0346, 0.0037], [-0.0020, 0.0012, 0.0084], [0.1301, -0.0172, 0.1014], [0.1598, -0.3264, 0.1168], [0.0190, -0.0005, 0.0293], [-0.0143, -0.0025, 0.0006], [0.0274, -0.0102, 0.0061], [-0.0205, -0.0137, -0.0195], [-0.1217, -0.0490, 0.2287], [-0.0374, -0.0388, -0.0483], [-0.0190, -0.0039, -0.0072], [-0.0055, 0.0148, 0.0182], [0.0029, 0.0161, 0.0008], [0.0209, -0.0411, -0.0552], [0.0260, -0.0243, -0.0164], [0.0023, -0.0331, -0.0100], [0.0659, 0.0004, -0.0052], [0.0102, -0.0104, -0.0131], [0.1071, 0.0245, -0.0119], [0.0138, -0.0007, 0.0087], [0.0047, 0.0017, -0.0023], [0.0247, -0.0018, 0.0205], [0.0342, 0.0154, 0.0087], [0.0065, -0.0028, 0.0141], [-0.0050, 0.0175, -0.0276], [0.0712, 0.0411, -0.0276], [-0.0315, 0.0136, 0.0220], [-0.0031, 0.0075, 0.0141], [0.0163, -0.0464, 0.0040]]}